# C16H13O3PV

C16H13O3PV as an isolated structure (the ωB97M-V functional and the def2-TZVPD basis, the Open Molecules 2025 dataset).

## Properties
HOMO-LUMO gap (alpha / beta) = 5.38 / 5.82 eV
Relative energy (zero: lowest compared OMol25 entry of this formula, charge and spin) = 20.9 kcal per mole
DFT total energy = -57901.341 eV
F_max = 11.6 eV/A
HOMO energy (alpha / beta) = -15.88 / -15.87 eV
Multiplicity = 4
Total charge = +2

Each line ends with the natural charge from an NBO analysis.
CARTESIAN COORDINATES (ANGSTROEM)
1 O 1.675 -0.099 -4.030  -0.25
2 C 1.275 0.651 -3.217  0.50
3 V 0.705 1.669 -1.760  0.50
4 C -0.255 3.260 -2.006  0.45
5 C 2.111 1.834 -0.536  0.50
6 O -0.858 4.264 -2.101  -0.24
7 O 2.968 1.821 0.275  -0.27
8 C -2.313 0.069 -0.739  -0.93
9 P -0.513 0.260 -0.534  0.98
10 C -0.473 0.942 1.191  -0.27
11 C 0.105 0.297 2.290  -0.22
12 C 0.085 0.901 3.559  -0.17
13 C -0.559 2.124 3.748  -0.13
14 C -1.140 2.772 2.655  -0.19
15 C -1.079 2.199 1.388  -0.24
16 C 0.125 -1.459 -0.701  -0.29
17 C -0.523 -2.321 -1.609  -0.22
18 C 0.057 -3.531 -1.989  -0.18
19 C 1.282 -3.925 -1.440  -0.14
20 C 1.918 -3.101 -0.512  -0.19
21 C 1.345 -1.880 -0.138  -0.23
22 H -2.798 1.030 -0.525  0.27
23 H -2.678 -0.704 -0.039  0.29
24 H -2.570 -0.244 -1.759  0.26
25 H 0.597 -0.663 2.147  0.24
26 H 0.599 0.424 4.397  0.26
27 H -0.590 2.583 4.734  0.26
28 H -1.618 3.740 2.787  0.25
29 H -1.492 2.747 0.535  0.21
30 H -1.467 -2.010 -2.049  0.22
31 H -0.429 -4.157 -2.739  0.25
32 H 1.753 -4.854 -1.753  0.25
33 H 2.884 -3.398 -0.099  0.25
34 H 1.874 -1.241 0.567  0.22